The following is a quantum chemistry calculation of a structure of composition C8H15BCuI2 at a distorted geometry, from the Open Molecules 2025 dataset.

Last column: Mulliken charge in e.
Geometry (Å):
1 C 0.07451 1.57586 -1.53049  -0.64
2 C -1.36476 1.08451 -2.02260  -0.31
3 C -2.49675 1.17148 -0.89761  -0.77
4 C -2.35413 0.06754 0.24635  -0.36
5 C -1.29159 0.42847 1.39392  -0.60
6 B -0.40156 -0.91389 1.65032  -0.02
7 C 1.22871 -0.87699 1.42314  -0.01
8 I 2.54023 0.29112 2.75684  0.15
9 C 1.79934 -1.58492 0.33495  0.17
10 C 3.38345 -1.51173 0.05724  -0.74
11 I 0.47240 -2.73751 -0.97414  0.10
12 H 0.45397 1.05825 -0.59751  -0.01
13 H 0.10343 2.71749 -1.45419  0.28
14 H 0.81631 1.29974 -2.36197  0.30
15 H -1.68730 1.77478 -2.87419  0.29
16 H -1.25448 0.05116 -2.47267  0.21
17 H -3.49522 0.97126 -1.42387  0.32
18 H -2.58445 2.21972 -0.44391  0.29
19 H -2.18098 -0.98653 -0.16940  0.25
20 H -3.37436 0.00460 0.76567  0.28
21 H -1.84055 0.62331 2.38198  0.31
22 H -0.66388 1.34779 1.19220  0.34
23 H -0.92549 -1.92450 1.95902  -0.04
24 H 3.70071 -2.12585 -0.83479  0.34
25 H 3.98191 -1.69773 1.00366  0.02
26 H 3.57645 -0.41527 -0.22270  0.36
27 Cu 3.78408 -1.91215 3.11476  0.49

The orbital gap is 6.932 eV. As for the total charge: +1. As for the total energy: -70046.4371 eV.

The following is a quantum chemistry calculation of the ion C8H15BrNO3 with charge +1 at a distorted geometry, from the Open Molecules 2025 dataset.

Last column: Mulliken charge in e.
Geometry (Å):
1 C 3.96869 1.68087 2.50055  -1.20
2 C 2.69134 0.84240 2.34035  -0.25
3 O 2.26464 0.86119 0.91416  -0.24
4 C 1.24453 0.17742 0.74656  0.68
5 O 0.89057 -0.82307 1.25996  -0.52
6 C 0.37573 0.59558 -0.73513  -0.54
7 Br -0.21384 2.40546 -0.68001  0.00
8 N -0.68475 -0.38815 -1.00123  0.08
9 C -1.31149 -0.37791 -2.33742  -0.53
10 C -2.24287 -1.62783 -2.39333  -0.59
11 O -3.31272 -1.44725 -1.54549  -0.36
12 C -2.95818 -1.20328 -0.24815  -0.49
13 C -1.76168 -0.22961 -0.01129  -1.11
14 H 4.95271 1.25685 2.45737  0.34
15 H 3.86155 2.50663 1.86833  0.36
16 H 3.93580 2.07349 3.49479  0.37
17 H 1.87322 1.24678 2.95285  0.32
18 H 2.87853 -0.17909 2.60484  0.33
19 H 1.10374 0.62542 -1.59925  0.45
20 H -0.33179 -1.40413 -0.86141  0.44
21 H -0.61594 -0.40974 -3.16931  0.41
22 H -1.95186 0.45961 -2.44451  0.37
23 H -2.72736 -1.82244 -3.33907  0.37
24 H -1.72886 -2.49163 -2.07566  0.41
25 H -2.80979 -2.15242 0.27399  0.33
26 H -3.79568 -0.65280 0.16839  0.32
27 H -2.14173 0.69058 -0.10325  0.64
28 H -1.45253 -0.21291 0.96236  0.62

The SMILES is CCOC(=O)[C@H](Br)[NH+]1CCOCC1. The orbital gap is 11.105 eV. As for the total charge: +1. As for the total energy: -86205.6041 eV.

The following is a quantum chemistry calculation of the molecule C8H15BrO at a distorted geometry, from the Open Molecules 2025 dataset.

Last column: Mulliken charge in e.
Geometry (Å):
1 C -1.50679 1.83373 -0.91482  -1.40
2 C -0.83716 0.98215 0.16164  1.44
3 C 0.07119 1.70373 1.13626  -1.67
4 O -1.98459 0.28502 0.76815  -0.60
5 C -0.14531 -0.18171 -0.50349  -1.30
6 C 1.43405 -0.11903 -1.32958  -0.97
7 Br 1.42997 -0.58477 -3.18794  -0.16
8 C 1.09928 -1.06304 -0.24845  2.34
9 C 1.86805 -1.07257 1.02712  -1.68
10 C 0.96060 -2.58289 -0.68529  -1.85
11 H -2.01325 1.10134 -1.47759  0.46
12 H -0.61958 2.27830 -1.54204  0.23
13 H -2.09556 2.68872 -0.45554  0.36
14 H -0.52204 2.58239 1.45967  0.41
15 H 0.48000 1.13884 1.96553  0.30
16 H 0.90741 2.26985 0.66492  0.31
17 H -1.56147 -0.40017 1.39511  0.37
18 H -0.90290 -0.57611 -1.20901  0.46
19 H 1.99563 0.71020 -0.97122  0.48
20 H 1.34543 -1.52354 1.90649  0.35
21 H 2.31085 -0.06015 1.32295  0.36
22 H 2.78786 -1.81916 1.01109  0.37
23 H 1.26956 -3.22963 0.13451  0.42
24 H 1.65285 -2.87675 -1.41776  0.49
25 H -0.03041 -2.80141 -0.90619  0.47

The SMILES is CC(C)(O)[C@H]1[C@H](Br)C1(C)C. The orbital gap is 9.387 eV. As for the total charge: 0. As for the total energy: -80626.6898 eV.

The following is a quantum chemistry calculation of a structure of composition C8H15CdClNO2Tb at a distorted geometry, from the Open Molecules 2025 dataset.

Last column: Mulliken charge in e.
Geometry (Å):
1 Tb 0.14853 0.08950 0.21780  0.41
2 Cl -0.38116 2.17347 -1.09326  -0.58
3 C -2.02732 -0.24621 0.76300  -1.17
4 H -2.05690 -0.71765 1.71679  0.31
5 H -2.60421 -0.83486 0.06322  0.34
6 H -2.51041 0.71746 0.85257  0.24
7 Cd 0.45728 0.26303 -2.85831  0.59
8 C 2.58107 0.84320 -3.30032  -1.07
9 C -0.88218 0.08852 -4.58361  -1.06
10 C 0.45003 -1.58214 -1.57172  -0.85
11 H -1.26305 -0.93042 -4.57371  0.19
12 H -1.69492 0.80242 -4.47938  0.21
13 H -0.30222 0.27365 -5.48417  0.24
14 H 3.24759 0.05945 -2.94174  0.21
15 H 2.67186 0.93140 -4.38250  0.22
16 H 2.83387 1.78983 -2.82523  0.20
17 H -0.33869 -2.36497 -1.66634  0.12
18 H 1.42678 -2.12290 -1.43526  0.11
19 O -0.12632 3.22170 1.96062  -0.62
20 C 0.26676 2.33203 2.68970  0.31
21 C 0.59544 2.33694 4.17852  -0.42
22 C 0.93171 0.88160 4.51745  -0.48
23 C 0.78936 0.12986 3.16050  0.41
24 O 0.88640 -1.05585 2.80700  -0.68
25 N 0.48998 1.05875 2.20482  -0.13
26 H 1.44027 3.02590 4.31093  0.22
27 H -0.27384 2.73712 4.71440  0.24
28 H 1.96039 0.78242 4.89046  0.24
29 H 0.25599 0.47153 5.28017  0.25

Its spin multiplicity is 7. The orbital gap (spin up / spin down) is 3.596 / 3.589 eV. As for the total charge: -2. As for the total energy: -53644.0194 eV. Its expectation value of S² is 12.6924.

The following is a quantum chemistry calculation of a cluster of 2 separate species, C8H15F3NO2 in total at a distorted geometry, from the Open Molecules 2025 dataset.

Last column: Mulliken charge in e.
Geometry (Å):
1 F 1.01516 -4.17740 0.84642  -0.22
2 C 0.10921 -3.86757 -0.29521  0.79
3 F -0.58095 -5.16067 -0.63049  -0.24
4 F 0.98792 -3.40102 -1.42844  -0.25
5 C -1.00657 -2.74348 0.16439  -0.45
6 C -0.94957 -2.32179 1.74342  -0.42
7 O 0.14491 -1.42918 2.13199  -0.31
8 C 0.82627 -0.81306 0.98879  -0.38
9 C -0.13570 -0.39793 -0.26947  -0.44
10 N -1.04384 -1.51123 -0.75294  -0.09
11 H -2.06662 -3.26881 0.00066  0.38
12 H -0.84741 -3.31691 2.38331  0.33
13 H -1.98242 -1.80585 2.04643  0.32
14 H 1.33434 0.18621 1.39710  0.32
15 H 1.74251 -1.50060 0.65252  0.22
16 H 0.59574 -0.15267 -1.18073  0.29
17 H -0.70577 0.59012 0.04515  0.24
18 H -2.03674 -1.13790 -0.65587  0.47
19 H -0.93791 -1.75110 -1.76922  0.44
20 C -0.65773 4.23198 -0.37411  -1.15
21 C 0.41151 3.25824 -0.79209  0.87
22 O 0.12564 2.17298 -1.29527  -0.58
23 C 1.84415 3.66381 -0.57052  -1.15
24 H -1.64244 3.80584 -0.59378  0.30
25 H -0.58970 4.41987 0.70030  0.32
26 H -0.54843 5.16567 -0.93160  0.38
27 H 2.02364 3.82641 0.49524  0.33
28 H 2.06491 4.57221 -1.13666  0.38
29 H 2.50589 2.86383 -0.91933  0.29

The orbital gap is 9.309 eV. As for the total charge: +1. As for the total energy: -22266.4527 eV.

The following is a quantum chemistry calculation of the molecule C8H15FIOP at a distorted geometry, from the Open Molecules 2025 dataset.

Last column: Mulliken charge in e.
Geometry (Å):
1 C 0.71406 -1.75732 2.34088  -0.51
2 C 0.97300 -0.52965 1.90623  -0.10
3 C 1.12288 1.03999 1.50864  -0.56
4 P 0.27849 1.50234 -0.13288  0.02
5 I -1.04505 3.23654 1.13687  -0.24
6 C -1.32089 0.75531 -0.83484  -0.86
7 C -2.06488 -0.31020 0.13646  0.13
8 C -1.71514 -1.86492 -0.19980  -1.07
9 O -3.51113 -0.16998 -0.14662  -0.55
10 C 1.28292 0.24704 -1.16012  0.33
11 C 2.85573 0.16964 -0.81402  -1.12
12 F 1.20045 0.69314 -2.57456  -0.37
13 H 0.85128 -2.81482 2.79792  0.34
14 H 0.56055 1.62882 2.34410  0.48
15 H 2.22896 1.40106 1.59506  0.35
16 H 0.84213 2.62026 -0.87896  0.24
17 H -2.08186 1.62652 -0.99546  0.38
18 H -1.20896 0.24721 -1.86614  0.50
19 H -1.82639 -0.04406 1.23189  0.31
20 H -2.06224 -2.11400 -1.28023  0.37
21 H -2.40656 -2.49272 0.50043  0.28
22 H -0.60494 -2.13173 -0.07246  0.24
23 H -3.57944 -0.51061 -1.08448  0.38
24 H 0.73195 -0.76613 -1.13020  0.16
25 H 3.43550 -0.02854 -1.80889  0.36
26 H 3.04687 -0.76674 -0.14473  0.27
27 H 3.30272 1.13355 -0.37410  0.24

The SMILES is C#CC[PH](I)(C[C@H](C)O)[C@H](C)F. The orbital gap is 9.257 eV. As for the total charge: 0. As for the total energy: -30687.9093 eV.

The following is a quantum chemistry calculation of a cluster of 2 separate species, C8H15FNO5S in total at a distorted geometry, from the Open Molecules 2025 dataset.

Last column: Mulliken charge in e.
Geometry (Å):
1 C 3.50951 -0.96747 0.35274  -1.45
2 C 1.99146 -0.74251 0.36457  0.52
3 C 1.36316 -1.44147 -0.83449  -0.79
4 O 0.04199 -2.01582 -0.58253  -0.31
5 S -1.00601 -0.97040 -0.01691  0.62
6 C -1.28920 0.33809 -1.22703  -0.98
7 C -1.57745 1.64883 -0.44359  0.47
8 C -0.42230 2.55501 -0.25772  -0.55
9 O -1.08456 1.72020 0.82822  -0.42
10 C -2.52057 -2.04719 -0.00670  0.22
11 O -2.33146 -3.19156 0.07665  -0.28
12 N -3.78212 -1.41610 -0.02171  -0.25
13 C -4.17714 -0.99207 1.25241  0.62
14 O -3.57978 -1.22234 2.24428  -0.39
15 F -5.31273 -0.31912 1.20718  -0.20
16 H 3.97589 -0.10969 0.82388  0.38
17 H 3.89486 -1.00689 -0.66256  0.39
18 H 3.75370 -1.85517 0.92655  0.37
19 H 1.55730 -1.07423 1.30258  0.39
20 H 1.86192 0.33178 0.24693  -0.27
21 H 1.97163 -2.29895 -1.10354  0.49
22 H 1.35586 -0.80722 -1.71842  0.39
23 H -0.43198 0.49922 -1.86570  0.49
24 H -2.19874 0.13454 -1.78701  0.43
25 H -2.53607 2.12464 -0.63790  0.38
26 H -0.58892 3.57554 0.05411  0.31
27 H 0.58241 2.19775 -0.07240  0.11
28 H -3.91285 -0.72271 -0.75074  0.35
29 O 3.54420 2.31729 0.68465  -0.61
30 H 3.84819 3.00419 0.08193  0.30
31 H 3.49982 2.75383 1.54228  0.31

The orbital gap is 10.138 eV. As for the total charge: +1. As for the total energy: -33809.0933 eV.

The following is a quantum chemistry calculation of a structure of composition C8H15GdNO3 at a distorted geometry, from the Open Molecules 2025 dataset.

Last column: Mulliken charge in e.
Geometry (Å):
1 C 5.08587 -1.19133 0.01645  -0.48
2 O 4.63488 0.12703 -0.13340  0.02
3 C 3.32182 0.26311 -0.83998  0.43
4 O 3.29687 -0.20331 -1.93963  -0.32
5 C 2.29420 1.02866 -0.10742  -0.61
6 C 0.87163 0.72519 -0.59769  -0.85
7 C -0.17527 0.77555 0.53890  -0.61
8 C -1.37050 -0.06996 0.11982  -0.95
9 N -2.65518 0.39583 0.74724  -0.18
10 C -3.69846 -0.45787 0.46980  0.13
11 C -4.54250 -0.23869 -0.72547  -0.82
12 O -3.96574 -1.41857 1.22198  -0.53
13 H 4.27555 -1.81400 0.37927  0.34
14 H 5.90917 -1.16287 0.70808  0.29
15 H 5.43766 -1.59158 -0.94534  0.37
16 H 2.39418 0.88857 0.95865  0.45
17 H 2.51624 2.06742 -0.30341  0.39
18 H 0.81441 -0.24115 -1.06765  0.56
19 H 0.59231 1.49411 -1.29296  0.35
20 H 0.27187 0.38782 1.43943  0.57
21 H -0.45309 1.80204 0.70720  0.39
22 H -1.17597 -1.10429 0.37271  0.41
23 H -1.46545 0.01008 -0.94806  0.46
24 H -2.56424 0.40183 1.76221  0.34
25 H -4.34165 0.74034 -1.12542  0.43
26 H -4.22464 -0.95066 -1.47695  0.31
27 H -5.58633 -0.37872 -0.49680  0.29
28 Gd -5.49765 -0.28458 2.55844  1.83

Its spin multiplicity is 8. The orbital gap (spin up / spin down) is 8.773 / 6.960 eV. As for the total charge: +3. As for the total energy: -36970.9742 eV. Its expectation value of S² is 16.4225.

The following is a quantum chemistry calculation of a structure of composition C8H15Li2NO8 at a distorted geometry, from the Open Molecules 2025 dataset.

Last column: Mulliken charge in e.
Geometry (Å):
1 Li -3.51423 2.73396 0.82876  0.85
2 Li -1.26470 1.95469 -0.22331  0.90
3 C -0.99280 3.15885 1.92176  0.86
4 O -1.72707 2.19011 1.70087  -1.05
5 O -1.15800 3.71957 2.97008  -0.89
6 O -0.15838 3.56076 1.14014  -0.76
7 C -2.91075 3.34176 -1.43479  0.71
8 O -1.70881 3.40029 -1.65691  -0.74
9 O -3.33714 4.12427 -0.58824  -0.86
10 O -3.13544 2.10185 -1.32282  -0.92
11 C 1.15122 -2.69803 -2.79409  -0.70
12 O 0.35875 -2.74492 -1.61841  -0.33
13 C -0.78429 -1.82305 -1.71038  -0.68
14 C -0.89290 -0.97310 -0.37451  -0.52
15 N -0.01408 0.19468 -0.17155  -0.37
16 C 1.42913 -0.03167 -0.31431  -0.97
17 C 2.00000 -0.86705 0.85692  -0.43
18 O 1.58583 -0.36607 2.08588  -0.28
19 C 1.87922 -1.23279 3.16460  -0.86
20 H 2.05366 -2.08927 -2.73842  0.25
21 H 0.61635 -2.24328 -3.62789  0.32
22 H 1.52886 -3.67633 -3.09144  0.29
23 H -1.74925 -2.30060 -1.88038  0.39
24 H -0.72140 -1.08545 -2.51044  0.38
25 H -0.70229 -1.68979 0.42432  0.28
26 H -1.91914 -0.60686 -0.34619  0.41
27 H -0.11483 0.39826 0.81257  0.32
28 H 1.73254 1.01525 -0.31675  0.46
29 H 1.81592 -0.38109 -1.27160  0.24
30 H 3.08793 -0.89002 0.79382  0.35
31 H 1.62352 -1.88873 0.80673  0.44
32 H 2.60124 -2.03832 3.03081  0.36
33 H 1.04722 -1.77844 3.60973  0.28
34 H 2.29403 -0.48949 3.84544  0.27

The orbital gap is 3.374 eV. As for the total charge: -2. As for the total energy: -26817.9708 eV.

total charge of number 1 (C8H15BCuI2)?
+1